(1)
A 2-piece molecular cluster, C2H9NOS overall in a non-equilibrium geometry, computed with ωB97M-V/def2-TZVPD.

Calculated values
Energy above the lowest of the compared OMol25 structures with the same formula, charge and spin (kJ/mol): 37.4
Energy (eV): -16592.27889
Structure (SMILES): NCCS.O

```
! RIJCOSX wB97M-V def2-TZVPD def2/J DEFGRID3
* xyz 0 1
N 0.2796 0.1782 -1.2767
C -0.2362 -0.4205 -0.0765
C 0.6624 -1.5673 0.4239
S -0.2282 -2.3813 1.7785
H 0.3198 -0.3741 -2.1231
H -0.1443 1.0582 -1.5370
H -1.2909 -0.7044 -0.1183
H -0.1982 0.3683 0.6751
H 1.1638 -2.1360 -0.3864
H 1.5465 -1.1490 0.9240
H -0.6520 -3.4166 1.1040
O -0.2604 3.1642 0.1447
H -1.1438 3.3844 0.4680
H 0.1819 3.9959 0.0000
*
```



(2)
A 2-piece molecular cluster, C2H9NP2 overall in a non-equilibrium geometry, computed with ωB97M-V/def2-TZVPD.

Calculated values
Energy above the lowest of the compared OMol25 structures with the same formula, charge and spin (kJ/mol): 186.0
Energy (eV): -22284.21637

```
! RIJCOSX wB97M-V def2-TZVPD def2/J DEFGRID3
* xyz 0 1
C -0.9733 1.8346 -0.4302
C 1.8185 -1.5329 0.6247
N -0.4951 -0.4895 -1.3485
P -1.8233 0.5071 -1.4073
P -0.0262 -1.6675 0.8002
H -0.0142 2.0545 -0.8117
H -0.8290 1.4625 0.7083
H -1.4155 2.7160 -0.4493
H 2.2818 -1.4324 1.6218
H 1.9922 -0.5771 -0.1092
H 2.2510 -2.4264 0.1976
H -0.6718 -1.2894 -1.9588
H -2.6583 0.0586 -0.4858
H -0.0481 -0.5660 1.5330
*
```



(3)
A 3-piece molecular cluster, C2H9NS overall in a non-equilibrium geometry, computed with ωB97M-V/def2-TZVPD.

Calculated values
Energy above the lowest of the compared OMol25 structures with the same formula, charge and spin (kJ/mol): 408.9
Energy (eV): -14541.05509

```
! RIJCOSX wB97M-V def2-TZVPD def2/J DEFGRID3
* xyz 0 1
N -2.5480 -1.5082 -0.7808
H -2.2461 -2.3836 -0.3725
H -3.8992 0.6390 -1.8294
H -2.1340 -0.7338 -0.2845
H -2.2328 -1.4775 -1.7415
C 1.4460 -0.9884 0.9690
C 0.5097 0.0895 1.0163
S 1.0870 1.2687 -0.2795
H -4.0753 1.3488 -1.8566
H 0.9791 -1.9397 0.8072
H 2.4807 -0.8188 1.1958
H 0.3860 0.7439 1.9061
H -0.4395 -0.3981 0.8224
*
```



(4)
A 3-piece molecular cluster, C2H9NS overall in a non-equilibrium geometry, computed with ωB97M-V/def2-TZVPD.

Calculated values
Energy above the lowest of the compared OMol25 structures with the same formula, charge and spin (kJ/mol): 171.0
Energy (eV): -14543.52108
Structure (SMILES): [H][H].C1CS1.N

```
! RIJCOSX wB97M-V def2-TZVPD def2/J DEFGRID3
* xyz 0 1
H 0.6855 -1.5894 4.8136
H 0.5003 -2.0625 5.3539
C 0.7968 -0.8011 1.1751
C -0.0495 0.3133 0.6696
S 0.9499 -0.5540 -0.5715
H 0.3664 -1.6696 1.6679
H 1.6772 -0.5735 1.7494
H -1.0757 -0.0014 0.5439
H 0.2464 1.2624 1.0712
N -2.1879 1.5244 -1.5374
H -2.0876 2.5170 -1.3049
H -1.2893 1.1298 -1.2554
H -2.1888 1.4779 -2.5594
*
```



(5)
A 2-piece molecular cluster, C2H9NS overall in a non-equilibrium geometry, computed with ωB97M-V/def2-TZVPD.

Calculated values
Energy above the lowest of the compared OMol25 structures with the same formula, charge and spin (kJ/mol): 107.6
Energy (eV): -14544.17857
Structure (SMILES): CNC.S

```
! RIJCOSX wB97M-V def2-TZVPD def2/J DEFGRID3
* xyz 0 1
C 0.6969 0.3152 1.5671
N 0.1756 -0.2969 0.3366
C 1.0007 -0.1528 -0.8750
H 1.8147 0.1081 1.6529
H 0.0056 -0.1218 2.3540
H 0.5247 1.4235 1.3961
H 0.0485 -1.3103 0.5106
H 2.0735 -0.2257 -0.7528
H 0.8174 -0.9133 -1.7387
H 0.8922 0.8623 -1.2890
S -2.9352 -0.0973 -0.5373
H -3.2352 -0.3332 -1.8136
H -1.8793 0.7422 -0.8109
*
```



(6)
A 2-piece molecular cluster, C2H9NS2 overall in a non-equilibrium geometry, computed with ωB97M-V/def2-TZVPD.

Calculated values
Energy above the lowest of the compared OMol25 structures with the same formula, charge and spin (kJ/mol): 155.6
Energy (eV): -25379.10149
Structure (SMILES): CNC.SS

```
! RIJCOSX wB97M-V def2-TZVPD def2/J DEFGRID3
* xyz 0 1
C 0.5890 -0.2581 0.4881
N 0.9789 0.8332 -0.4940
C 1.2100 2.1365 0.0688
H -0.3097 0.0806 1.1241
H 0.0968 -1.1230 -0.0366
H 1.4302 -0.4162 1.1856
H 0.2567 0.8951 -1.2049
H 0.2755 2.6329 0.5945
H 1.6225 2.8631 -0.7001
H 1.8259 1.9325 1.0005
S -1.6857 -2.7651 -1.4007
S -2.8797 -1.8897 0.0986
H -1.3403 -3.9836 -0.8700
H -2.0701 -0.9382 0.1462
*
```



(7)
A 2-piece molecular cluster, C2H9NS2 overall in a non-equilibrium geometry, computed with ωB97M-V/def2-TZVPD.

Calculated values
Energy above the lowest of the compared OMol25 structures with the same formula, charge and spin (kJ/mol): 93.1
Energy (eV): -25379.74923
Structure (SMILES): CNC.SS

```
! RIJCOSX wB97M-V def2-TZVPD def2/J DEFGRID3
* xyz 0 1
C -0.0739 -0.7840 0.6865
N 0.6972 -0.7185 -0.5402
C 2.1474 -0.6621 -0.4084
H -1.0608 -1.1917 0.4548
H 0.4039 -1.5300 1.3202
H -0.1877 0.2071 1.1374
H 0.4010 0.0259 -1.1528
H 2.4746 -0.1258 0.4903
H 2.5161 -0.1432 -1.2850
H 2.5810 -1.6634 -0.4082
S -3.4234 1.0276 -0.1957
S -2.2203 2.5302 0.7071
H -2.4439 0.1221 -0.2986
H -1.8114 2.9059 -0.5075
*
```



(8)
A 2-piece molecular cluster, C2H9NS2 overall in a non-equilibrium geometry, computed with ωB97M-V/def2-TZVPD.

Calculated values
Energy above the lowest of the compared OMol25 structures with the same formula, charge and spin (kJ/mol): 198.5
Energy (eV): -25378.65708
Structure (SMILES): NCCS.S

```
! RIJCOSX wB97M-V def2-TZVPD def2/J DEFGRID3
* xyz 0 1
N -1.5885 -0.5044 -1.8837
C -0.1989 -0.6690 -1.4839
C 0.0300 -0.1283 -0.0810
S 1.7606 -0.2069 0.3989
H -1.7580 -0.5321 -2.8752
H -2.2391 -1.0669 -1.3579
H 0.3752 -0.0802 -2.2059
H 0.1380 -1.7108 -1.5371
H -0.4336 0.8653 -0.0190
H -0.5507 -0.7547 0.6071
H 1.5568 0.6546 1.6039
S 1.0115 1.7873 2.9681
H 0.0305 1.2883 2.1600
H 1.8663 1.0578 3.7057
*
```



(9)
A 2-piece molecular cluster, C2H9NS2 overall in a non-equilibrium geometry, computed with ωB97M-V/def2-TZVPD.

Calculated values
Energy above the lowest of the compared OMol25 structures with the same formula, charge and spin (kJ/mol): 143.4
Energy (eV): -25379.22748
Structure (SMILES): CNC.SS

```
! RIJCOSX wB97M-V def2-TZVPD def2/J DEFGRID3
* xyz 0 1
C -2.2196 0.3991 -1.0656
N -2.5294 0.1964 0.3526
C -2.2932 -1.1381 0.8142
H -2.8445 -0.3612 -1.6495
H -1.2246 0.0809 -1.3721
H -2.5890 1.3071 -1.5482
H -2.2439 0.8159 1.1023
H -2.1551 -1.8592 0.0064
H -1.5326 -1.3154 1.6178
H -3.1623 -1.5482 1.3747
S 1.9094 -0.4490 -0.8910
S 1.7475 0.7980 0.8547
H 0.9142 -1.3399 -0.4761
H 0.4894 1.1602 0.6197
*
```



(10)
A 2-piece molecular cluster, C2H9NSi overall in a non-equilibrium geometry, computed with ωB97M-V/def2-TZVPD.

Calculated values
Energy above the lowest of the compared OMol25 structures with the same formula, charge and spin (kJ/mol): 233.0
Energy (eV): -11586.00709

```
! RIJCOSX wB97M-V def2-TZVPD def2/J DEFGRID3
* xyz 0 1
C -1.8853 -0.1672 -0.0470
C -0.5476 0.3532 0.4671
N 0.5346 -0.5149 0.1159
Si 2.2049 -0.1017 0.1879
H -2.6705 0.5579 0.1440
H -1.8268 -0.3517 -1.1178
H -2.1406 -1.1035 0.4455
H -0.3256 1.3117 -0.0155
H -0.6151 0.5426 1.5488
H 0.4331 -1.7310 0.8280
H 2.7506 0.2286 1.5172
H 2.3600 1.0720 -0.6745
H 2.8870 -1.2776 -0.3372
*
```



(11)
A 2-piece molecular cluster, C2H9O2 overall in a non-equilibrium geometry, computed with ωB97M-V/def2-TZVPD.

Calculated values
Energy above the lowest of the compared OMol25 structures with the same formula, charge and spin (kJ/mol): 325.9
Energy (eV): -6304.20905

```
! RIJCOSX wB97M-V def2-TZVPD def2/J DEFGRID3
* xyz 1 1
O -1.8318 0.7362 1.1858
H -0.7845 1.0411 0.8175
H -2.4230 1.0767 0.4212
H -1.8432 -0.3106 1.0677
C 0.9813 -0.5638 0.0569
O 0.0960 -1.3264 -0.6661
C 1.1042 0.8935 -0.6524
H 2.0723 -0.8098 0.2627
H 0.4951 -0.6127 1.0245
H 0.2745 -1.0852 -1.7327
H 1.5329 0.6058 -1.6072
H 1.9377 1.3264 -0.1712
H 0.2810 1.3142 -1.1234
*
```



(12)
A 2-piece molecular cluster, C2H9OS overall in a non-equilibrium geometry, computed with ωB97M-V/def2-TZVPD.

Calculated values
Energy above the lowest of the compared OMol25 structures with the same formula, charge and spin (kJ/mol): 170.6
Energy (eV): -15093.74927

```
! RIJCOSX wB97M-V def2-TZVPD def2/J DEFGRID3
* xyz 1 1
O -0.8775 -0.6841 2.3540
H -0.7870 -0.5245 3.3473
H -1.2010 -1.5646 2.4005
H -0.7436 -1.1506 0.3147
C -0.6137 1.2511 -0.2665
S -0.2997 -0.5249 -0.8653
C 1.3660 -0.3636 -1.6355
H -1.7727 1.5201 -0.3424
H -0.1988 1.1018 0.7684
H -0.0156 1.9458 -0.7645
H 1.3653 0.1214 -2.7046
H 1.8699 -1.3300 -1.7469
H 1.9083 0.2022 -0.8592
*
```



no.,HOMO-LUMO gap (eV)
1,9.596
2,7.294
3,6.541
4,9.969
5,9.599
6,8.808
7,8.717
8,8.824
9,8.564
10,10.029
11,9.363
12,11.033